The following is a quantum chemistry calculation of a cluster of 5 separate species, C29H66N4O9PS in total at a distorted geometry, from the Open Molecules 2025 dataset.

```
110
Properties=species:S:1:pos:R:3
C 5.02135 -3.49060 0.20057
C 5.00890 -2.49227 -1.06480
C 4.13394 -3.00214 -2.30333
C 2.53053 -3.02582 -2.00257
C 1.92396 -4.08363 -3.09298
C 1.96522 -1.55590 -2.15731
N 2.93165 -0.51626 -2.43928
C 2.08474 0.65303 -2.50248
N 2.67345 1.83575 -2.71515
C 2.02180 3.18263 -2.77177
C 3.07919 4.42739 -2.78160
P 4.47671 1.88646 -2.91770
C 5.31127 1.28018 -1.29428
O 4.94229 0.84632 -4.23319
N 0.65795 0.40557 -2.32213
S -0.74223 1.41161 -2.35396
C -0.89867 2.40017 -0.75547
O -2.05686 0.63865 -2.41330
O -0.82234 2.31234 -3.58041
N 0.66920 -0.96459 -2.08624
C -0.42991 -1.91067 -1.76577
C -0.98393 -1.57476 -0.27544
C -1.91532 -2.73671 0.33036
C -3.41980 -2.74097 -0.22043
O -3.90555 -1.41369 -0.54760
C -5.04038 -1.45760 -1.40585
C -4.99729 -2.12607 -2.88077
O -6.12070 -0.94907 -0.99790
H 5.05909 -4.56345 -0.20372
H 4.07442 -3.27816 0.80628
H 5.97693 -3.29647 0.80776
H 6.10414 -2.44072 -1.44003
H 4.76178 -1.42594 -0.71741
H 4.37653 -2.46432 -3.29420
H 4.44246 -4.10179 -2.48415
H 2.37071 -3.47227 -0.95093
H 1.48255 -3.55530 -4.00427
H 1.02688 -4.58325 -2.55841
H 2.65044 -4.92130 -3.33400
H 1.31768 3.40995 -1.90606
H 1.50705 3.24988 -3.80438
H 3.64717 4.51793 -3.76185
H 3.73182 4.45909 -1.84601
H 2.40418 5.36742 -2.72114
H 5.96998 2.11153 -0.85244
H 5.91597 0.31137 -1.45802
H 4.50048 1.06970 -0.49687
H 5.66175 0.26741 -3.87875
H 0.16114 2.36950 -0.29368
H -1.24725 3.46659 -0.93912
H -1.55957 1.80714 -0.03123
H -0.15606 -3.01172 -1.77608
H -1.25406 -1.77712 -2.56674
H -1.52035 -0.56933 -0.22009
H -0.05713 -1.48466 0.40716
H -1.43304 -3.73493 0.00455
H -1.90009 -2.61242 1.47153
H -4.08962 -3.13284 0.63839
H -3.52278 -3.50998 -1.06121
H -5.09986 -3.26711 -2.83365
H -3.93478 -1.90467 -3.27418
H -5.80997 -1.65086 -3.51921
C -3.46564 6.28119 0.60570
C -2.03088 6.77066 0.71239
C -1.79847 7.99846 -0.15329
O -1.14126 5.72700 0.30501
H -3.70534 5.99497 -0.42432
H -3.61493 5.39177 1.22404
H -4.17020 7.05187 0.92635
H -1.80050 7.00662 1.75250
H -1.98007 7.77217 -1.20947
H -0.76010 8.33224 -0.07553
H -2.45330 8.82079 0.14464
H -1.33882 5.51262 -0.61655
C 4.19271 -8.07898 -0.30266
C 2.85742 -7.89430 -1.00592
C 2.50812 -9.10439 -1.85737
O 2.91344 -6.73127 -1.83382
H 5.00278 -8.20221 -1.02889
H 4.43649 -7.19717 0.29653
H 4.17619 -8.95311 0.35264
H 2.07141 -7.72761 -0.26426
H 3.25984 -9.26309 -2.63734
H 1.55203 -8.95325 -2.36577
H 2.44112 -10.00925 -1.24861
H 3.60661 -6.86941 -2.49393
C -3.16691 9.64784 4.93053
C -3.89268 8.59795 4.10427
C -4.92103 7.85060 4.93839
O -2.94453 7.67015 3.57678
H -2.62662 9.18488 5.76264
H -2.42325 10.16903 4.32162
H -3.86564 10.38416 5.33523
H -4.38677 9.07642 3.25401
H -4.44138 7.32548 5.77077
H -5.42672 7.09174 4.33508
H -5.67230 8.53307 5.34334
H -2.50166 7.24104 4.32132
C -1.65285 -2.36621 5.32877
C -2.37930 -3.40765 4.49204
C -3.41557 -4.15559 5.31565
O -1.43298 -4.33580 3.96472
H -1.11923 -2.83681 6.16064
H -0.90321 -1.84471 4.72692
H -2.35021 -1.62895 5.73437
H -2.86680 -2.92132 3.64191
H -2.94290 -4.68814 6.14709
H -3.92114 -4.90822 4.70478
H -4.16614 -3.47239 5.72084
H -0.99662 -4.77108 4.70920
```

HOMO   -0.4133 hartree
LUMO   -3.14 eV
Frontier orbital gap   8.110 eV
Net charge   +1